Molecular formula: C42H61AsClIN5O7Si3Sn
Method: DFT, the ωB97M-V functional and the def2-TZVPD basis

Cartesian coordinates (Å):
Sn -0.049 -0.358 -1.284
O 0.738 -3.123 -1.394
C 0.393 -4.215 -0.524
C -0.740 -3.691 0.377
O -1.456 -4.547 0.924
O -0.854 -2.384 0.446
C 1.570 -4.653 0.402
C 1.359 -5.103 1.706
C 2.424 -5.285 2.593
C 3.745 -5.137 2.152
C 3.985 -4.836 0.791
C 2.884 -4.588 -0.055
C -0.074 -5.431 -1.334
C -0.478 -5.283 -2.664
C -0.686 -6.425 -3.450
C -0.624 -7.687 -2.883
C -0.318 -7.816 -1.533
C -0.028 -6.716 -0.756
H 1.134 -3.482 -2.214
H 0.336 -5.298 2.043
H 2.240 -5.502 3.629
H 4.579 -5.242 2.852
H 4.994 -4.732 0.406
H 3.086 -4.391 -1.108
H -0.710 -4.289 -3.074
H -0.884 -6.331 -4.517
H -0.763 -8.552 -3.525
H -0.251 -8.800 -1.099
H 0.201 -6.825 0.302
C 4.120 -0.697 0.960
C 2.969 -0.730 -0.063
N 1.714 -0.873 0.314
O 1.595 -1.318 1.650
C 3.165 -0.537 -1.512
C 4.521 -0.427 -2.198
N 2.064 -0.427 -2.313
O 2.229 -0.220 -3.511
H 3.927 -0.017 1.786
H 5.038 -0.423 0.453
H 4.262 -1.704 1.396
H 0.692 -1.736 1.619
H 5.086 0.439 -1.836
H 4.307 -0.312 -3.270
H 5.120 -1.305 -2.010
Cl -3.423 1.400 -7.778
C -2.789 0.634 -6.374
C -2.906 -0.754 -6.313
C -2.423 -1.471 -5.216
I -2.918 -3.501 -5.272
C -1.613 -0.809 -4.218
O -0.932 -1.442 -3.359
C -1.662 0.647 -4.227
N -1.325 1.304 -3.092
C -1.464 2.625 -2.991
C -1.843 3.390 -4.086
C -2.175 2.748 -5.256
C -2.177 1.375 -5.329
H -3.387 -1.170 -7.179
H -1.283 3.123 -2.027
H -1.818 4.496 -4.048
H -2.434 3.284 -6.172
O -2.959 -1.424 -1.093
H -2.375 -1.911 -0.426
H -2.635 -1.628 -1.980
N 0.990 2.133 -1.067
C 1.659 3.059 -1.261
N 2.479 4.084 -1.366
C 3.748 4.011 -0.662
C 3.852 5.143 0.401
C 3.623 6.495 -0.259
C 2.270 6.535 -0.968
C 2.101 5.385 -1.938
H 4.540 4.155 -1.429
H 3.892 3.010 -0.267
H 4.896 5.011 0.792
H 3.126 4.967 1.208
H 4.420 6.706 -1.017
H 3.687 7.271 0.511
H 2.180 7.467 -1.527
H 1.404 6.544 -0.284
H 2.766 5.509 -2.820
H 1.044 5.291 -2.289
C -2.089 -2.090 3.665
Si -1.522 -0.419 4.220
C 0.284 -0.377 4.781
C -2.636 0.249 5.554
As -1.617 0.876 2.137
Si -0.576 3.029 2.753
C 1.272 2.758 2.567
C -1.030 3.652 4.454
C -1.060 4.195 1.421
Si -4.018 1.468 1.860
C -4.659 2.705 3.135
C -4.139 1.965 0.082
C -5.093 -0.083 1.931
H -1.642 -2.835 4.370
H -1.731 -2.326 2.646
H -3.191 -2.201 3.748
H 0.443 -1.152 5.566
H 0.514 0.603 5.258
H 0.955 -0.617 3.954
H -2.233 0.087 6.585
H -3.596 -0.351 5.553
H -2.843 1.325 5.412
H 1.656 1.971 3.205
H 1.762 3.712 2.900
H 1.537 2.582 1.501
H -0.867 2.891 5.259
H -2.069 3.973 4.501
H -0.347 4.526 4.640
H -0.811 3.773 0.441
H -0.421 5.106 1.484
H -2.106 4.526 1.474
H -4.435 3.751 2.833
H -4.162 2.501 4.099
H -5.757 2.595 3.263
H -3.489 2.788 -0.227
H -5.167 2.253 -0.202
H -3.911 1.097 -0.576
H -4.572 -0.831 1.277
H -6.106 0.169 1.511
H -5.226 -0.523 2.964

Atomic forces in eV per Å
Sn -0.7 -0.7 0.1
O 0.6 -0.8 -0.2
C 0.2 -0.2 -0.1
C -1.3 1.0 0.3
O 0.7 1.1 -0.3
O 0.2 -2.1 0.3
C 0.1 0.3 -0.2
C -0.2 0.1 0.5
C 0.6 0.2 -0.9
C -0.1 0.2 -0.7
C -1.2 0.1 0.6
C 0.8 -0.2 0.1
C 0.1 -0.1 0.0
C -0.1 0.0 0.1
C -0.2 0.1 0.1
C 0.3 0.3 -0.3
C 0.0 -0.3 -0.1
C -0.1 0.7 -0.3
H -0.3 0.3 0.6
H 0.4 0.4 -0.1
H -0.2 -0.2 0.2
H -0.3 0.0 -0.3
H -0.1 -0.1 0.0
H -0.1 0.3 0.2
H 0.5 -0.4 0.1
H -0.2 0.1 0.2
H 0.0 0.0 0.2
H -0.1 -0.2 0.1
H 0.0 0.0 -0.4
C -0.5 -1.1 -0.9
C -1.6 0.3 0.2
N 2.4 -0.5 0.3
O -0.9 0.2 -0.4
C -0.4 0.4 -0.5
C -0.8 0.4 0.5
N 1.6 -0.5 3.0
O -0.4 0.4 -2.1
H -0.2 0.1 -0.1
H 0.2 0.1 0.0
H -0.2 0.4 -0.2
H 0.6 0.4 -0.1
H 0.0 0.0 -0.1
H 0.3 -0.1 0.4
H 0.3 -0.4 0.0
Cl -0.2 0.6 -0.5
C 0.6 -1.4 0.4
C 0.2 2.1 0.3
C 0.5 0.9 0.0
I 0.4 0.1 0.4
C -0.4 -1.3 -0.7
O 0.0 0.0 0.6
C -0.4 0.8 0.2
N 0.2 0.4 0.3
C 0.1 -0.9 0.1
C 0.1 1.0 -0.8
C 0.1 1.5 -0.4
C -0.7 -1.7 -0.2
H -0.2 -0.7 0.1
H 0.1 -0.6 -0.3
H -0.2 -0.8 0.1
H -0.1 0.1 0.5
O 0.3 -0.4 0.9
H -0.6 0.7 -1.1
H 0.2 -0.2 0.3
N 0.3 0.4 -0.2
C -0.3 -0.1 0.3
N -0.4 0.0 0.3
C 0.5 0.9 -0.2
C 1.0 -1.3 -0.5
C 0.4 0.2 -0.1
C -0.4 0.2 0.2
C -0.3 -0.8 -1.0
H -0.1 0.0 0.4
H -0.2 0.0 0.2
H -0.9 0.5 0.0
H 0.2 0.0 -0.2
H -0.5 -0.2 0.6
H 0.0 0.1 -0.2
H 0.0 0.0 -0.1
H 0.5 -0.2 0.2
H -0.4 0.2 0.3
H 0.9 0.2 0.2
C 0.2 -0.9 0.6
Si 0.3 0.9 -1.3
C -0.3 -0.2 0.8
C -0.9 -0.4 1.1
As -0.4 0.7 0.7
Si -0.6 -2.3 -0.3
C 0.3 1.2 -0.1
C 1.0 0.2 0.6
C 0.3 1.4 -0.4
Si 0.9 -0.9 0.4
C -0.1 0.4 -0.1
C -0.4 0.1 -1.1
C 0.0 -0.5 0.4
H -0.3 0.3 -0.5
H -0.3 0.0 0.4
H 0.6 0.1 -0.3
H -0.1 0.4 -0.4
H 0.0 -0.5 -0.5
H 0.1 0.3 0.0
H -0.1 0.2 -0.7
H 0.8 0.9 -0.2
H 0.0 -0.6 0.2
H 0.1 -0.3 0.0
H -0.2 -0.6 -0.3
H -0.2 -0.1 0.7
H 0.0 0.6 -0.7
H 0.0 0.1 0.0
H -0.7 -0.6 0.2
H -0.3 -0.2 0.1
H -0.4 -0.3 0.1
H 0.2 -0.2 -0.2
H -0.1 -0.5 0.3
H -0.3 0.2 -0.3
H 0.6 0.1 -0.1
H 0.1 0.0 0.1
H 0.2 0.0 0.3
H 0.1 0.3 0.5
H -0.7 0.4 0.5
H 0.9 -0.3 0.3
H 0.1 0.4 -1.1

Computed properties:
ΔE to the lowest compared entry with this formula, charge and spin: 0.000 eV
2S+1: 1
total charge: -1
LUMO level: 1.94 eV
molecular weight: 1188.226 g mol⁻¹
F_max: 0.067 hartree/bohr
orbital gap: 6.4 eV
DFT total energy: -177255.873 eV

Here are the Löwdin charges for atoms 1 to 99, given in e:
1 Sn 1.3844
2 O -0.0725
3 C -0.3009
4 C -0.5444
5 O 0.0323
6 O -0.2268
7 C -0.1337
8 C -0.0379
9 C -0.0765
10 C -0.0998
11 C -0.0820
12 C -0.0224
13 C -0.1114
14 C -0.0268
15 C -0.0962
16 C -0.1070
17 C -0.0912
18 C -0.0152
19 H 0.1116
20 H 0.1142
21 H 0.0908
22 H 0.0922
23 H 0.0915
24 H 0.1170
25 H 0.0798
26 H 0.0853
27 H 0.0939
28 H 0.0940
29 H 0.1101
30 C -0.0036
31 C -0.2625
32 N -0.1168
33 O -0.0997
34 C -0.2858
35 C -0.0526
36 N -0.2648
37 O -0.1419
38 H 0.0729
39 H 0.0573
40 H 0.0804
41 H 0.0705
42 H 0.0621
43 H 0.0644
44 H 0.0630
45 Cl 0.6557
46 C -0.6431
47 C -0.2248
48 C -0.6337
49 I 0.8971
50 C -0.4273
51 O -0.2135
52 C -0.1387
53 N 0.0598
54 C -0.1584
55 C -0.0666
56 C -0.0488
57 C -0.1969
58 H 0.0686
59 H 0.0867
60 H 0.1055
61 H 0.0906
62 O -0.1449
63 H 0.0145
64 H -0.0106
65 N 0.1503
66 C -0.2419
67 N -0.0968
68 C -0.1416
69 C -0.1702
70 C -0.2089
71 C -0.1901
72 C -0.1392
73 H 0.1301
74 H 0.1212
75 H 0.1239
76 H 0.1013
77 H 0.1246
78 H 0.1081
79 H 0.1098
80 H 0.1141
81 H 0.1316
82 H 0.1365
83 C -0.2316
84 Si 0.2545
85 C -0.2283
86 C -0.2400
87 As 0.8037
88 Si 0.2355
89 C -0.2223
90 C -0.2287
91 C -0.2430
92 Si 0.2775
93 C -0.2332
94 C -0.2466
95 C -0.2345
96 H 0.0407
97 H 0.0060
98 H 0.0335
99 H 0.0325